{
  "formula": "C2H3ClFP",
  "method": "the ωB97M-V functional and the def2-TZVPD basis",
  "species": ["C", "C", "F", "P", "Cl", "H", "H", "H"],
  "xyz": [[0.31316, 0.97731, 0.44702], [-0.67338, 0.94114, -0.59192], [2.47817, 0.73143, -1.00359], [2.21092, 0.99472, 0.52854], [-2.26432, 1.26592, -0.17978], [0.03910, 1.81262, 1.10521], [0.22746, 0.14790, 1.09810], [-0.43706, 0.88743, -1.68632]],
  "forces_ev_per_angstrom": [[1.5466, 1.3412, 1.3958], [1.0058, -0.2249, -2.8493], [0.6386, -0.2079, -1.1211], [-1.5027, 0.3064, -0.0623], [-0.8137, 0.1027, 0.1007], [0.1112, 0.1072, 0.2259], [-0.6150, -1.4235, 1.0086], [-0.3708, -0.0011, 1.3017]],
  "charge": 0,
  "homo_lumo_gap_ev": [8.302, 7.350],
  "lumo_energy_ev": [0.1, -0.6],
  "largest_force_ev_per_a": 3.0,
  "homo_ev": [-8.17, -7.98],
  "relative_energy_kj_mol": 241.2
}